(1)
This record from OMol25 describes a structure of composition C22H19N3OS at a distorted geometry. The level of theory is ωB97M-V with the def2-TZVPD basis set.

```
46
Properties=species:S:1:pos:R:3
H 3.361 4.238 1.473
C -3.781 -0.847 -0.288
C -3.562 -3.356 -0.056
C 3.295 2.631 0.255
H 2.231 -3.888 -0.483
C 3.842 3.948 0.607
H -1.608 0.680 1.490
C 4.812 -1.018 0.106
H -1.610 -1.619 2.175
H -4.471 2.380 -0.787
C -4.096 -2.238 -0.896
C -4.324 1.651 -0.355
H -2.186 -3.957 1.493
H -3.726 -4.145 -0.781
N -2.912 1.802 0.233
N 3.032 0.472 -0.108
C -0.524 2.066 -0.319
C 0.387 2.834 0.184
C -4.408 0.064 -1.132
C 5.321 -2.318 -0.472
C -2.560 -3.314 0.913
C -2.621 0.664 1.349
C 1.707 2.282 0.127
H 4.760 3.871 0.532
O -2.210 3.154 -1.266
C -2.342 -1.931 1.390
H 3.733 4.579 -0.301
H 6.242 -2.376 -0.157
C -1.987 2.358 -0.554
S 0.131 0.512 -0.448
C -2.798 -0.662 0.661
H 0.244 3.985 0.012
H 4.879 -4.463 -0.452
H -3.362 0.934 2.246
H -4.856 1.571 0.682
H -3.935 0.502 -2.041
C 2.539 -1.987 -0.448
H 1.400 -1.729 -0.445
C 3.024 -3.209 -0.560
H 5.457 -0.157 0.014
H -5.487 -0.116 -1.170
C 4.462 -3.178 -0.466
H -4.697 -2.332 -1.595
N 3.991 1.616 0.134
C 1.739 0.809 -0.291
C 3.474 -0.762 -0.204
```

F_max   19.380 eV/A
HOMO   -0.2757 Ha
ΔE to the lowest compared entry with this formula, charge and spin   1535.0 kJ/mol

(2)
This record from OMol25 describes a structure of composition C22H20AsF3MgN2O8S at a distorted geometry. The level of theory is ωB97M-V with the def2-TZVPD basis set.

```
58
Properties=species:S:1:pos:R:3
C -6.094 -2.527 4.461
H 1.328 4.669 1.194
O 4.113 -0.695 -1.895
C 0.889 -2.137 -3.164
H 3.395 -3.320 -1.197
H 1.177 -0.507 2.292
H -5.670 -0.677 2.571
H -3.747 -0.521 1.004
H 0.590 -5.492 -3.598
O 1.963 0.488 -1.893
H 0.515 5.811 0.099
H 2.836 2.746 -1.531
H 4.861 3.829 -0.499
H 4.020 4.906 -1.642
H 1.391 0.952 -3.733
O 0.894 0.540 -4.456
H 0.725 0.963 3.236
O 2.482 -0.940 -0.061
N -0.576 3.273 -1.712
C -0.721 -1.963 0.098
F -7.291 -2.371 3.853
C 3.942 4.382 -0.680
Mg 0.304 -0.203 -0.727
C 0.987 -4.551 -3.234
O -0.863 0.005 -2.284
C 0.409 3.670 -1.257
O -1.249 -1.076 -4.894
C -3.818 -1.332 1.717
C 2.761 3.443 -0.702
C 0.447 0.303 2.405
C -1.672 -2.148 0.851
H -0.518 -0.176 2.607
H 2.706 2.870 0.223
H -0.453 -3.339 -4.286
C -2.872 -3.328 2.664
F -6.045 -1.553 5.400
O 3.835 5.345 0.370
As -0.226 -0.612 -3.703
H -3.992 -4.228 4.257
O 0.513 2.312 1.223
N 1.552 4.263 -0.856
S 2.732 -0.713 -1.483
C 1.981 -2.141 -2.287
H -2.081 -4.066 2.690
C -2.780 -2.285 1.735
C 0.356 1.089 1.079
C 0.402 -3.361 -3.623
H 2.527 -5.476 -2.052
C 2.564 -3.346 -1.889
C 1.414 5.212 0.247
C -3.942 -3.419 3.540
C -4.883 -1.422 2.592
F -6.158 -3.693 5.136
H 2.615 6.787 1.091
C 2.072 -4.544 -2.365
C 2.640 6.099 0.247
C -4.953 -2.471 3.506
H 2.667 6.677 -0.688
```

F_max   1.575 eV/A
HOMO   -0.0486 Ha
ΔE to the lowest compared entry with this formula, charge and spin   69.8 kJ/mol
Charge   -2